Entry 1:
Below is C28H28F2IrN5O11S as an isolated structure at a distorted geometry, with properties calculated with ωB97M-V/def2-TZVPD.

```
76
Properties=species:S:1:pos:R:3:nbo_charge:R:1
Ir 1.368 -0.738 -0.593 1.82
O 1.042 -0.703 1.789 -0.73
C -0.155 -0.134 2.325 0.10
C -0.847 0.670 1.115 0.79
O -1.721 1.462 1.379 -0.61
O -0.396 0.360 -0.045 -0.80
C 0.178 0.871 3.407 -0.07
C -0.833 1.409 4.203 -0.13
C -0.524 2.321 5.197 -0.23
C 0.792 2.713 5.407 -0.21
C 1.797 2.197 4.606 -0.21
C 1.492 1.282 3.607 -0.21
C -1.106 -1.234 2.768 -0.09
C -0.973 -1.765 4.051 -0.19
C -1.823 -2.769 4.487 -0.21
C -2.813 -3.253 3.646 -0.20
C -2.927 -2.756 2.357 -0.23
C -2.071 -1.759 1.915 -0.12
H 1.142 -1.615 2.101 0.53
H -1.858 1.117 4.031 0.22
H -1.313 2.732 5.813 0.21
H 1.033 3.420 6.190 0.21
H 2.824 2.503 4.757 0.21
H 2.280 0.875 2.988 0.22
H -0.198 -1.385 4.705 0.23
H -1.710 -3.171 5.486 0.22
H -3.497 -4.016 3.997 0.22
H -3.685 -3.147 1.690 0.22
H -2.158 -1.392 0.900 0.21
C -5.975 4.716 -4.626 -0.62
C -5.027 3.554 -4.371 -0.64
S -3.354 4.204 -4.233 2.17
O -3.031 4.940 -5.425 -0.95
O -3.202 4.860 -2.958 -0.95
C -2.314 2.724 -4.195 -0.67
C -0.874 3.216 -4.053 -0.23
N 0.034 2.139 -3.677 -0.31
C 0.487 1.918 -2.433 0.47
N 1.201 0.788 -2.388 -0.58
C 1.226 0.269 -3.643 0.02
C 0.508 1.089 -4.461 0.11
N 0.328 0.932 -5.865 0.52
O -0.413 1.706 -6.452 -0.40
O 0.944 0.026 -6.390 -0.35
C 0.288 2.850 -1.295 -0.68
H -6.997 4.355 -4.723 0.23
H -5.693 5.235 -5.541 0.23
H -5.934 5.426 -3.800 0.23
H -5.012 2.842 -5.196 0.23
H -5.230 3.046 -3.429 0.24
H -2.468 2.184 -5.126 0.26
H -2.624 2.136 -3.330 0.24
H -0.850 3.965 -3.264 0.25
H -0.546 3.669 -4.983 0.26
H 1.742 -0.641 -3.889 0.28
H 0.447 3.883 -1.602 0.24
H 0.995 2.594 -0.512 0.25
H -0.719 2.764 -0.881 0.28
F 6.941 -5.196 0.012 -0.30
C 5.897 -4.921 0.799 0.23
C 4.650 -5.001 0.322 0.00
N 3.551 -4.750 1.106 -0.41
C 2.227 -4.637 0.534 -0.32
C 1.865 -3.177 0.278 0.77
O 0.689 -2.900 -0.064 -0.67
O 2.741 -2.289 0.442 -0.69
C 3.685 -4.288 2.406 0.80
O 2.731 -3.952 3.079 -0.63
N 4.980 -4.259 2.866 -0.63
C 6.168 -4.507 2.169 0.60
O 7.244 -4.373 2.695 -0.55
H 4.468 -5.270 -0.709 0.23
H 1.493 -5.037 1.231 0.26
H 2.169 -5.191 -0.400 0.24
H 5.089 -3.938 3.818 0.43
F 2.138 -1.797 -2.120 -0.67
```

Computed properties:
- Lowest unoccupied orbital energy (alpha / beta): -0.034 / -0.090 Ha
- ⟨S²⟩: 6.01
- Spin multiplicity: 5

Entry 2:
Below is C28H28FN7S4Sr as an isolated structure, with properties calculated with ωB97M-V/def2-TZVPD.

```
69
Properties=species:S:1:pos:R:3:nbo_charge:R:1
Sr -0.272 -0.606 0.479 1.77
C 0.066 3.002 -0.743 -0.59
C -1.314 3.625 -0.552 -0.23
C -1.522 4.019 0.910 -0.60
C -2.424 2.788 -1.166 -0.07
C -3.047 3.317 -2.295 -0.21
C -4.024 2.620 -2.980 -0.26
C -4.381 1.362 -2.530 -0.15
C -3.803 0.795 -1.397 -0.08
C -4.318 -0.597 -1.021 -0.24
C -3.266 -1.661 -0.712 -0.59
C -5.388 -0.572 0.078 -0.60
C -2.816 1.521 -0.698 0.29
N -2.230 0.932 0.457 -0.84
C -2.987 1.026 1.570 0.13
C -4.091 1.883 1.791 -0.28
C -4.794 1.873 2.990 -0.22
C -4.464 1.026 4.032 -0.32
C -3.392 0.146 3.851 -0.26
C -2.713 0.174 2.667 0.30
F -1.712 -0.768 2.500 -0.38
H 0.858 3.688 -0.432 0.20
H 0.242 2.706 -1.777 0.24
H 0.151 2.104 -0.125 0.17
H -1.312 4.554 -1.132 0.19
H -1.403 3.156 1.569 0.21
H -2.518 4.430 1.081 0.20
H -0.784 4.776 1.195 0.20
H -2.734 4.293 -2.652 0.19
H -4.484 3.038 -3.868 0.20
H -5.126 0.791 -3.075 0.19
H -4.827 -0.936 -1.928 0.19
H -2.839 -1.518 0.282 0.18
H -2.468 -1.645 -1.453 0.23
H -3.724 -2.653 -0.721 0.20
H -4.964 -0.356 1.060 0.22
H -5.871 -1.553 0.130 0.19
H -6.155 0.179 -0.127 0.20
H -4.400 2.554 1.001 0.21
H -5.631 2.555 3.103 0.19
H -5.028 1.023 4.955 0.20
H -3.100 -0.567 4.612 0.22
N 0.980 1.627 2.573 -0.67
N 2.258 1.135 2.928 -0.45
C 3.407 1.650 2.452 0.29
N 4.486 0.851 2.610 -0.81
S 3.515 3.178 1.763 -0.37
H 1.144 2.379 1.901 0.39
H 0.587 2.072 3.398 0.36
H 2.222 0.141 3.118 0.42
H 4.363 -0.138 2.799 0.42
H 5.311 1.141 2.117 0.40
S -0.008 0.186 -2.333 -0.54
C -0.403 -1.246 -3.234 -0.18
C -0.805 -1.072 -4.569 -0.17
C -1.184 -2.125 -5.391 -0.20
C -1.582 -1.867 -6.739 0.32
N -1.896 -1.658 -7.828 -0.39
C -1.167 -3.432 -4.873 -0.19
C -0.767 -3.623 -3.554 -0.18
C -0.382 -2.570 -2.709 -0.16
S 0.125 -2.984 -1.093 -0.54
C -1.545 -4.555 -5.669 0.31
N -1.852 -5.473 -6.296 -0.39
H -0.826 -0.064 -4.961 0.22
H -0.751 -4.626 -3.152 0.22
S 3.693 -2.603 3.454 -0.37
C 2.306 -2.119 2.715 0.12
N 1.334 -1.686 2.227 -0.68
```

Computed properties:
- Lowest unoccupied orbital energy: 0.149 Ha
- Net charge: -2

Entry 3:
Below is C28H28HgN4O2 as an isolated structure at a distorted geometry, with properties calculated with ωB97M-V/def2-TZVPD.

```
63
Properties=species:S:1:pos:R:3:nbo_charge:R:1
C -0.099 -0.491 3.133 -1.13
C 4.067 -0.760 3.631 -0.85
H -0.270 0.476 3.606 0.22
H -0.609 -1.270 3.721 0.23
H -0.535 -0.458 2.126 0.28
H 4.655 0.035 3.140 0.24
H 4.109 -0.489 4.688 0.25
H 4.528 -1.744 3.502 0.23
C -0.179 2.742 1.706 0.09
C -0.922 3.870 1.303 -0.24
C -0.379 4.686 0.312 -0.18
C 0.851 4.330 -0.240 -0.23
H -0.589 2.048 2.440 0.20
H -1.887 4.068 1.768 0.22
H -0.894 5.579 -0.042 0.22
H 1.297 4.899 -1.048 0.21
N 1.029 2.457 1.242 -0.41
C 1.551 3.201 0.261 0.16
C 2.868 2.805 -0.315 0.18
N 3.376 1.617 0.028 -0.41
C 4.503 1.205 -0.548 0.04
C 4.731 3.226 -1.826 -0.17
C 5.226 1.966 -1.488 -0.26
H 4.851 0.214 -0.259 0.17
H 6.135 1.555 -1.916 0.22
C 3.552 3.658 -1.220 -0.22
H 3.134 4.640 -1.414 0.21
H 5.236 3.870 -2.542 0.22
Hg 1.982 -0.719 3.056 1.28
C 3.486 -1.276 1.463 -0.53
H 4.481 -0.812 1.403 0.21
H 2.958 -1.059 0.523 0.31
H 3.618 -2.358 1.600 0.22
O 1.751 -2.288 -0.886 -0.70
C 0.663 -1.751 -0.731 0.78
N -0.562 -2.333 -1.149 -0.68
C -1.698 -1.518 -0.870 0.00
C -0.970 -0.314 -0.184 0.66
O -1.609 0.663 0.268 -0.69
N 0.356 -0.539 -0.118 -0.73
C -2.380 -1.096 -2.172 -0.02
C -2.497 0.244 -2.546 -0.16
C -3.083 0.584 -3.770 -0.23
C -3.556 -0.418 -4.618 -0.23
C -3.457 -1.761 -4.235 -0.20
C -2.879 -2.103 -3.008 -0.23
C -2.637 -2.218 0.114 -0.02
C -4.027 -2.092 0.029 -0.16
C -4.844 -2.762 0.947 -0.23
C -4.278 -3.533 1.965 -0.23
C -2.887 -3.641 2.060 -0.20
C -2.068 -2.997 1.127 -0.22
H -0.530 -3.128 -1.777 0.40
H -2.151 1.023 -1.865 0.24
H -3.151 1.641 -4.028 0.21
H -4.005 -0.148 -5.573 0.21
H -3.826 -2.555 -4.884 0.21
H -2.829 -3.151 -2.696 0.21
H -4.460 -1.470 -0.758 0.22
H -5.924 -2.670 0.851 0.21
H -4.918 -4.046 2.683 0.21
H -2.420 -4.227 2.850 0.20
H -0.982 -3.110 1.183 0.22
```

Computed properties:
- Lowest unoccupied orbital energy: -0.100 Ha

Entry 4:
Below is C28H28N15O3Ti as an isolated structure, with properties calculated with ωB97M-V/def2-TZVPD.

```
75
Properties=species:S:1:pos:R:3:mulliken_charge:R:1
Ti -1.097 -1.016 0.262 -0.59
C -2.434 2.938 1.332 -1.99
C -1.800 1.590 1.406 0.69
N -2.034 0.645 0.442 1.52
N -2.893 0.957 -0.576 -1.58
C -3.259 -0.169 -1.125 0.39
O -2.827 -1.307 -0.665 -0.82
C -4.131 -0.159 -2.321 0.52
C -4.551 -1.366 -2.870 -0.32
C -5.363 -1.375 -3.995 -0.66
C -5.758 -0.181 -4.582 -0.34
C -5.336 1.026 -4.036 -0.65
C -4.527 1.039 -2.912 -0.36
C -0.994 1.098 2.393 0.23
C -0.645 1.760 3.621 -0.76
C 0.056 1.115 4.581 -0.82
C 0.471 -0.243 4.341 -1.19
C 0.142 -0.825 3.154 0.27
N -0.535 -0.213 2.148 1.41
H -3.441 2.858 0.924 0.42
H -1.878 3.615 0.676 0.22
H -2.500 3.400 2.318 0.51
H -4.226 -2.285 -2.402 0.47
H -5.686 -2.320 -4.416 0.38
H -6.388 -0.188 -5.463 0.37
H -5.637 1.961 -4.493 0.37
H -4.187 1.970 -2.479 0.43
H -0.997 2.773 3.770 0.25
H 0.277 1.606 5.522 0.41
H 0.979 -0.828 5.095 0.44
H 0.435 -1.853 2.978 0.07
N 0.086 -4.146 1.760 -0.06
C 0.993 -3.449 1.010 0.36
N 2.233 -3.875 0.808 -0.74
N 2.798 -2.894 0.085 -0.83
N 1.951 -1.956 -0.151 -0.55
N 0.768 -2.265 0.442 1.01
C -1.238 -3.802 1.904 0.31
N -2.082 -4.528 2.609 -0.63
N -3.237 -3.824 2.548 -0.65
N -3.100 -2.778 1.825 -0.55
N -1.808 -2.712 1.392 1.05
H 0.362 -5.054 2.090 0.25
N 4.401 1.669 2.836 -0.08
C 2.965 2.099 3.071 -0.57
C 2.263 2.062 1.719 -0.51
N 2.399 0.783 1.112 0.66
C 3.731 0.331 0.900 -0.72
C 4.513 0.295 2.206 -0.69
H 4.929 1.705 3.704 0.35
H 4.827 2.340 2.192 0.39
H 3.002 3.086 3.535 0.23
H 2.527 1.371 3.754 0.37
H 2.686 2.831 1.057 0.31
H 1.211 2.305 1.845 0.04
H 1.695 0.092 1.316 -0.39
H 4.246 1.009 0.197 0.24
H 3.720 -0.660 0.449 0.42
H 5.577 0.085 2.094 0.38
H 4.060 -0.403 2.911 0.37
O -0.544 -1.461 -1.863 -0.61
C 0.229 -0.514 -2.080 0.73
N 0.381 0.473 -1.182 0.72
C 1.236 1.415 -1.697 -0.27
O 1.635 2.439 -1.171 -0.74
C 1.719 0.914 -3.050 0.06
C 2.599 1.449 -3.962 -0.49
C 2.816 0.732 -5.141 -0.45
C 2.163 -0.472 -5.380 -0.58
C 1.269 -1.002 -4.448 -0.39
C 1.072 -0.284 -3.291 0.16
H 3.096 2.392 -3.771 0.48
H 3.503 1.117 -5.885 0.38
H 2.356 -1.002 -6.304 0.40
H 0.758 -1.940 -4.622 0.52
```

Computed properties:
- Lowest unoccupied orbital energy (alpha / beta): 0.041 / 0.041 Ha
- Net charge: -1

Entry 5:
Below is C28H28N2O3PS4TeV as an isolated structure, with properties calculated with ωB97M-V/def2-TZVPD.

```
68
Properties=species:S:1:pos:R:3:nbo_charge:R:1
V 0.633 0.565 -0.694 1.06
C 4.681 2.591 -2.017 -0.64
C 3.258 2.319 -1.595 -0.18
S 2.794 0.623 -1.536 -0.24
C 2.371 3.281 -1.307 -0.18
C 2.678 4.749 -1.385 -0.64
S 0.719 2.879 -0.856 -0.23
H 5.240 1.659 -2.082 0.22
H 5.202 3.241 -1.310 0.20
H 4.724 3.071 -2.999 0.20
H 3.747 4.937 -1.483 0.20
H 2.323 5.268 -0.492 0.21
H 2.177 5.213 -2.241 0.21
S -6.219 2.147 -1.582 0.42
C -6.521 3.828 -1.501 -0.44
C -5.362 4.535 -1.419 -0.25
C -4.213 3.704 -1.399 -0.24
C -4.514 2.372 -1.469 -0.19
C -3.601 1.221 -1.456 -0.12
C -2.244 1.434 -1.330 0.08
N -1.324 0.443 -1.275 -0.51
C -1.791 -0.838 -1.394 0.06
C -3.172 -1.137 -1.501 0.01
C -3.540 -2.532 -1.582 -0.19
C -2.613 -3.509 -1.583 -0.19
C -1.200 -3.210 -1.506 -0.07
C -0.203 -4.159 -1.539 -0.19
C 1.146 -3.745 -1.466 -0.13
C 1.418 -2.400 -1.340 0.07
N 0.469 -1.442 -1.298 -0.49
C -0.831 -1.847 -1.404 0.18
C 2.249 -4.713 -1.495 -0.19
C 3.598 -4.478 -1.471 -0.25
C 4.371 -5.667 -1.500 -0.25
C 3.605 -6.791 -1.545 -0.44
S 1.939 -6.406 -1.586 0.43
C -4.075 -0.100 -1.532 -0.20
H -7.529 4.206 -1.526 0.23
H -5.321 5.613 -1.362 0.22
H -3.206 4.084 -1.321 0.23
H -1.836 2.431 -1.242 0.22
H -4.595 -2.773 -1.646 0.20
H -2.909 -4.550 -1.649 0.21
H -0.465 -5.207 -1.619 0.21
H 2.434 -2.040 -1.245 0.21
H 4.029 -3.490 -1.427 0.23
H 5.450 -5.680 -1.478 0.22
H 3.932 -7.817 -1.569 0.23
H -5.135 -0.313 -1.611 0.21
C -1.389 -2.371 4.701 -0.62
C -0.658 -1.062 4.518 -0.07
O -0.149 -1.025 3.186 -0.82
P 0.272 0.354 2.487 2.02
O 0.805 -0.117 1.150 -1.13
Te -1.499 1.898 2.524 -0.60
O 1.571 0.841 3.283 -0.83
C 1.642 1.968 4.165 -0.06
C 2.292 3.125 3.441 -0.64
H -1.683 -2.502 5.744 0.20
H -0.752 -3.207 4.413 0.21
H -2.286 -2.393 4.082 0.22
H 0.180 -0.972 5.217 0.17
H -1.331 -0.211 4.666 0.20
H 2.227 1.637 5.025 0.17
H 0.634 2.230 4.497 0.20
H 3.242 2.811 3.006 0.21
H 2.475 3.955 4.126 0.20
H 1.641 3.469 2.635 0.24
```

Computed properties:
- Lowest unoccupied orbital energy (alpha / beta): 0.075 / 0.074 Ha
- ⟨S²⟩: 0.81
- Net charge: -1
- Spin multiplicity: 2

Entry 6:
Below is C28H28N3O2P2Pt as an isolated structure, with properties calculated with ωB97M-V/def2-TZVPD.

```
64
Properties=species:S:1:pos:R:3:nbo_charge:R:1
Pt 1.246 -0.431 -1.380 0.64
C 3.798 -2.271 1.890 -0.70
C 2.672 -1.828 1.017 0.27
N 2.797 -1.076 -0.022 -0.16
O 4.005 -0.594 -0.418 -0.48
C 1.281 -2.327 1.356 0.28
C 1.050 -3.441 2.314 -0.70
N 0.421 -1.664 0.715 -0.21
O -0.949 -1.961 0.830 -0.62
H 4.728 -1.724 1.747 0.24
H 4.002 -3.332 1.725 0.29
H 3.522 -2.149 2.937 0.27
H 4.716 -0.956 0.139 0.49
H 1.534 -3.233 3.269 0.27
H 1.481 -4.368 1.928 0.28
H -0.013 -3.591 2.480 0.26
N -1.166 0.625 0.123 -1.32
P -1.666 -0.920 -0.179 2.11
C -3.374 -1.146 0.048 -0.48
C -3.874 -1.769 1.200 -0.16
C -5.242 -1.911 1.338 -0.19
C -6.095 -1.436 0.347 -0.10
C -5.596 -0.817 -0.795 -0.18
C -4.232 -0.669 -0.956 -0.18
C -1.014 -1.258 -1.826 -0.42
C -0.540 -0.178 -2.638 -0.37
C 0.137 -0.483 -3.848 -0.13
C 0.365 -1.805 -4.197 -0.20
C -0.164 -2.838 -3.419 -0.11
C -0.855 -2.577 -2.237 -0.15
P 0.425 1.213 -0.164 1.65
C 0.360 2.773 -0.995 -0.55
C 0.777 2.943 -2.317 -0.17
C 0.706 4.197 -2.898 -0.19
C 0.213 5.273 -2.168 -0.12
C -0.194 5.108 -0.848 -0.20
C -0.110 3.864 -0.250 -0.11
C 1.224 1.412 1.401 -0.53
C 2.415 2.150 1.408 -0.10
C 3.100 2.328 2.597 -0.21
C 2.594 1.788 3.775 -0.13
C 1.405 1.063 3.771 -0.19
C 0.720 0.864 2.585 -0.19
H -1.805 1.210 0.656 0.48
H -3.208 -2.141 1.967 0.24
H -5.647 -2.394 2.217 0.26
H -7.164 -1.554 0.464 0.26
H -6.272 -0.459 -1.559 0.26
H -3.842 -0.200 -1.852 0.23
H -0.934 0.823 -2.500 0.29
H 0.445 0.322 -4.502 0.27
H 0.907 -2.038 -5.104 0.28
H -0.027 -3.865 -3.736 0.27
H -1.225 -3.395 -1.631 0.25
H 1.189 2.111 -2.877 0.22
H 1.044 4.342 -3.915 0.25
H 0.158 6.251 -2.627 0.26
H -0.561 5.953 -0.283 0.26
H -0.394 3.751 0.791 0.22
H 2.796 2.594 0.495 0.23
H 4.015 2.905 2.612 0.26
H 3.120 1.949 4.707 0.26
H 1.006 0.675 4.699 0.25
H -0.211 0.312 2.591 0.22
```

Computed properties:
- Lowest unoccupied orbital energy: -0.398 Ha
- Net charge: +3

Entry 7:
Below is an isolated ion of composition C28H28NO3 and charge -1 at a distorted geometry, with properties calculated with ωB97M-V/def2-TZVPD.

```
60
Properties=species:S:1:pos:R:3:nbo_charge:R:1
C -2.475 0.495 3.119 -0.59
C -1.935 -0.233 1.879 -0.09
C -2.519 -1.644 1.885 -0.60
C -2.472 0.490 0.635 -0.59
C -0.412 -0.210 1.925 -0.09
C 0.405 -1.339 1.965 -0.14
C 1.789 -1.294 2.188 -0.28
C 2.463 -0.049 2.240 0.30
O 3.846 -0.070 2.290 -0.55
C 1.677 1.128 2.171 -0.29
C 0.282 1.012 1.970 -0.14
H -2.117 1.533 3.152 0.21
H -3.574 0.509 3.122 0.20
H -2.133 -0.020 4.025 0.21
H -2.229 -2.209 0.991 0.21
H -2.208 -2.203 2.775 0.21
H -3.617 -1.598 1.894 0.21
H -2.156 -0.029 -0.279 0.21
H -3.573 0.502 0.646 0.20
H -2.128 1.533 0.590 0.21
H -0.075 -2.328 1.816 0.19
H 2.340 -2.244 2.261 0.22
H 2.123 2.125 2.159 0.23
H -0.325 1.910 1.789 0.19
O 6.852 4.674 1.407 -0.77
C 7.886 4.363 2.028 0.77
O 8.508 4.752 3.048 -0.77
C 8.554 3.032 1.489 -0.15
C 10.088 2.987 1.633 -0.42
C 10.313 2.021 2.746 -0.05
C 9.066 1.477 3.138 0.25
C 8.988 0.606 4.206 -0.29
C 10.177 0.185 4.810 -0.21
C 11.421 0.737 4.425 -0.26
C 11.481 1.683 3.407 -0.20
N 8.028 2.028 2.403 -0.41
C 6.683 1.769 2.515 0.10
C 6.056 0.690 3.065 -0.38
C 4.593 0.586 3.447 0.08
C 4.460 -0.244 4.737 -0.03
C 3.822 0.235 5.885 -0.20
C 3.567 -0.599 6.991 -0.22
C 4.041 -1.931 7.005 -0.23
C 4.777 -2.373 5.894 -0.22
C 5.009 -1.534 4.798 -0.20
H 8.226 2.876 0.457 0.19
H 10.521 2.639 0.687 0.20
H 10.518 3.976 1.832 0.24
H 8.000 0.284 4.554 0.23
H 10.157 -0.570 5.593 0.20
H 12.339 0.418 4.921 0.20
H 12.426 2.170 3.101 0.20
H 6.074 2.522 2.025 0.23
H 6.611 -0.232 3.117 0.19
H 4.066 1.521 3.479 0.20
H 3.559 1.304 5.960 0.22
H 2.996 -0.239 7.858 0.21
H 3.725 -2.632 7.782 0.21
H 5.137 -3.419 5.878 0.21
H 5.680 -1.889 4.001 0.22
```

Computed properties:
- Lowest unoccupied orbital energy: 0.083 Ha
- Net charge: -1